Formula: C6H13NO
Source: OMol25
Level of theory: ωB97M-V/def2-TZVPD

Computed properties:
Lowest unoccupied orbital energy: -0.41 eV
Molecular weight: 115.2 g mol⁻¹
Orbital gap: 0.2950 Ha
HOMO: -0.3103 Ha

```
! wB97M-V def2-TZVPD RIJCOSX def2/J DEFGRID3
* xyz 0 1
C 2.060 0.189 -0.541
C 1.332 1.285 0.347
C 0.066 1.178 0.705
C -0.992 -0.047 0.640
C -1.337 -0.333 -0.835
C -0.560 -1.195 1.397
H 0.830 -0.832 -1.007
H 2.736 1.374 -1.704
H 3.316 -0.719 0.552
H 2.002 2.139 0.577
H -0.145 2.281 1.000
H -1.860 0.345 1.019
H -0.526 -0.850 -1.261
H -2.125 -1.138 -1.017
H -1.497 0.957 -2.580
H -1.149 1.629 -0.693
H -1.437 -1.913 1.653
H -0.053 -0.742 2.335
H 0.430 -2.504 0.034
N -1.707 0.773 -1.435
O 0.615 -1.876 0.813
*
```